A 5-piece molecular cluster, C2H12N2O4 overall, computed with wB97M-V/def2-TZVPD.

Properties
E_LUMO: -0.211 Ha
gap between HOMO and LUMO: 4.252 eV
energy relative to the best compared isomer or geometry (same formula, charge and spin): 1043.1 kJ/mol
M: 128.1 u
largest force on an atom: 5.18 eV Å⁻¹

```
20
Properties=species:S:1:pos:R:3:forces:R:3
H 0.391 2.590 -0.635 -1.314 3.253 1.167
H -0.292 -1.855 1.882 -0.724 0.279 -0.361
C 0.179 -0.869 1.850 -0.903 -0.868 2.669
N 1.339 -0.981 1.034 -1.780 2.907 -3.896
C -1.472 0.292 0.647 -2.076 -2.034 -3.698
O -0.030 3.588 -0.290 3.189 -1.966 -1.675
H -1.079 -1.750 -0.628 1.844 -1.621 -0.392
H -0.054 0.136 -2.345 0.570 1.710 1.008
H 1.482 -0.036 0.610 0.244 -1.057 0.501
O -0.259 -2.271 -1.031 -0.427 0.830 0.664
N -0.591 0.280 1.600 1.605 1.474 0.288
O -0.319 -0.534 -2.932 -0.828 -1.678 -0.667
H 1.108 1.430 -1.022 -0.496 -0.233 0.573
H 0.738 4.227 -0.510 -1.796 -1.509 0.487
H -1.892 1.290 0.336 0.180 -1.058 0.482
H 0.483 -1.688 -0.740 -0.437 -0.988 -0.091
H 2.064 -1.169 1.598 3.629 -0.986 2.085
O -1.799 -0.779 -0.012 -0.978 3.613 2.052
H 0.517 -0.622 2.873 0.063 -0.546 0.023
H -0.515 -1.279 -2.286 0.434 0.478 -1.219
```
Forces are in eV/Å.